ORCA calculation (the ωB97M-V functional and the def2-TZVPD basis) on 13 unconnected molecules or ions with the total composition C18H54F8N2O17PS.

ORCA input file:
```
! RIJCOSX wB97M-V def2-TZVPD def2/J DEFGRID3
* xyz -1 1
H -0.778 -4.438 -1.045
O -2.716 -0.307 -3.527
C 2.186 0.201 5.299
H 9.669 -1.203 1.255
H 10.383 -0.627 2.476
H 4.929 0.291 -4.900
F -3.203 1.498 3.362
H -1.767 -0.306 -3.332
H 6.814 1.007 0.450
H -4.075 -1.827 4.574
H -2.133 -3.513 -3.898
H 0.362 0.216 -0.901
C -3.939 3.585 1.929
O -4.352 4.720 -6.982
C 0.194 0.167 1.995
O -1.324 -3.733 -1.424
H -3.550 4.619 -6.449
H 3.347 0.507 -1.580
H -2.891 0.592 -3.843
F -2.363 3.665 3.877
H -2.778 -2.212 3.867
H 1.697 -1.895 -2.912
H -0.086 -3.153 -3.202
H 1.904 1.640 2.299
O 4.156 -0.116 -4.481
C 4.039 -0.185 0.478
C 0.345 -4.048 -3.820
H 2.162 1.335 5.009
H -1.090 -0.053 3.953
H 1.728 1.192 0.480
C 1.028 -0.701 4.498
H -5.395 6.848 -1.525
H 0.157 1.354 4.067
H 4.715 -3.284 -3.155
H 2.978 -1.812 -4.406
O -0.066 3.313 2.372
C -2.751 2.782 2.712
H -2.632 1.128 -0.602
C 4.508 -1.462 -1.793
C -1.861 -4.319 -4.703
F -4.198 3.154 -0.657
F -3.490 4.944 1.443
O 6.990 0.108 0.766
C 2.563 -2.426 -3.494
H -7.581 2.345 3.370
H -3.611 -6.238 -0.635
C 1.664 0.720 1.575
C 1.959 -3.868 -4.076
H 7.939 0.109 0.961
C -4.683 2.775 0.723
H -4.107 6.063 -1.764
H 2.700 -1.420 1.873
O -2.971 -5.575 -0.337
H -2.595 -4.192 -5.633
H 2.158 0.047 6.460
C 3.405 -0.528 -0.993
H 2.333 -0.995 -0.955
H 3.735 0.615 -4.005
H 5.374 -1.872 -1.103
F 0.282 -1.440 5.551
H 4.917 -0.924 0.806
C -0.054 -1.456 1.667
H 3.554 0.043 2.688
H 5.030 -0.774 -2.596
O -4.653 6.768 -2.143
C 0.021 0.268 3.656
H 2.551 -4.709 -3.492
H -0.794 3.668 7.218
N -0.995 0.856 1.414
H 0.146 -5.039 -3.212
H -0.953 4.073 5.754
H -2.035 -5.391 -4.220
H -4.161 4.073 -2.767
O -7.606 3.084 3.997
H -2.065 -3.653 -0.805
H -4.263 4.042 -7.669
S -1.177 2.526 1.657
H -2.354 -1.065 0.165
P -1.633 0.190 -0.086
N -0.572 -0.046 -1.283
O 9.580 -0.526 1.942
O 0.584 -2.193 0.568
O -0.942 -2.165 2.420
H 2.242 -3.885 -5.222
H 3.596 -3.549 -1.660
H 4.417 0.942 0.495
O -3.722 4.010 -3.629
F -4.998 3.892 2.963
F -4.725 1.303 0.864
O -1.353 3.227 0.253
O -0.427 -4.135 -5.103
H -6.789 3.571 3.816
F -6.125 3.227 0.744
C 2.929 -0.289 1.725
H 3.253 -0.200 4.947
H -3.424 -5.122 0.390
H 1.627 -1.489 3.878
O -0.355 3.605 6.356
H -4.320 4.478 -4.231
C 3.848 -2.779 -2.533
O -3.218 -2.251 4.729
*
```

highest occupied orbital energy: -5.4 eV
energy: -3644.78830 Ha
lowest unoccupied orbital energy: 0.771 eV
F_max: 0.15989 hartree/bohr
Kohn-Sham gap: 6.15 eV


ORCA calculation (the ωB97M-V functional and the def2-TZVPD basis) on 13 unconnected molecules or ions with the total composition C69H88F14N18O29S14.

ORCA input file:
```
! RIJCOSX wB97M-V def2-TZVPD def2/J DEFGRID3
* xyz 2 1
C -4.758 4.964 -4.328
F -6.519 -3.766 -2.505
O -1.398 5.769 -8.297
C -2.037 -0.133 2.974
C 3.902 -6.230 0.201
C -4.573 -0.259 -2.020
C -3.717 1.916 -2.426
H -0.255 -8.745 -10.473
C -3.362 -5.594 -1.091
C -3.600 3.114 -3.257
H 0.792 3.350 -3.191
F 0.904 11.427 4.520
H -4.030 0.490 3.088
C -5.837 4.031 3.894
N 1.130 2.103 -0.727
C 1.635 3.426 -1.264
N -0.067 -8.171 -8.485
C 0.348 -8.708 -7.298
H 3.337 -4.878 3.171
C 0.642 4.600 -1.100
O -4.001 8.163 1.336
F 1.549 -2.884 7.716
C 2.659 0.341 0.118
O 9.159 -2.726 0.210
O 4.192 -1.892 4.227
H -0.603 4.348 2.595
C 1.798 6.513 3.404
H 1.829 -6.538 3.674
F -3.571 -3.336 2.146
O 7.747 -4.972 1.732
C -1.652 -5.341 -4.434
F 6.385 -3.795 3.414
H 3.774 3.176 -0.764
H 3.887 6.054 3.749
H 4.260 -2.432 -1.379
C -4.762 3.824 -3.556
H 6.698 2.554 5.270
O -5.439 -5.421 -3.829
N -3.531 5.495 -4.617
C -1.388 -6.646 -7.303
F 7.907 -0.727 0.166
S 1.921 -2.283 6.249
O -2.617 -5.526 2.360
H -2.770 -4.831 -0.585
H 1.754 7.588 3.492
H -3.868 -2.491 -1.005
C -2.791 1.742 -1.397
H 2.765 3.896 0.522
H 0.338 -11.426 3.088
C 6.952 0.465 3.763
C 4.302 -5.104 -0.493
F -2.851 -1.777 -4.606
C -2.693 1.876 4.184
C -4.684 0.972 -2.732
H 3.144 2.308 1.821
C 3.565 -4.973 2.120
H -1.046 -6.688 -9.466
C -0.454 7.074 2.767
C 4.034 -3.797 1.451
H 1.029 -0.989 -2.164
H -3.643 -6.340 -0.349
H 4.885 4.216 5.245
O -0.535 -5.193 0.468
H -2.112 2.505 -1.046
H 7.206 0.331 4.815
S -3.980 5.395 1.003
O -3.123 4.951 2.115
H -0.254 4.345 -1.666
H 0.228 4.696 -0.096
H 4.258 -2.889 1.991
S -2.618 5.295 -8.934
O 0.822 -1.337 6.018
C -6.765 5.676 5.384
H -6.351 6.680 5.483
N -1.291 -3.276 1.900
O 2.679 9.154 1.129
H -5.372 1.264 -3.511
O -3.339 5.907 -0.258
H 1.225 -7.908 -10.071
O 9.357 -0.991 2.010
N 3.377 -1.552 6.680
C 4.972 1.467 2.644
C -4.762 4.505 5.970
C -3.412 6.803 -5.309
C 2.910 -7.500 2.213
C 2.530 1.995 -3.279
C 2.740 4.356 3.418
H 2.989 -0.688 -0.021
O -2.515 -3.865 4.178
C 0.271 -0.744 2.842
H 1.055 -9.522 -7.236
H -2.647 7.424 -4.844
S -3.102 3.261 -7.802
C 3.384 -8.773 1.799
O 1.991 -3.505 5.380
O 2.871 0.123 4.817
H -2.243 -3.939 -2.913
H 1.081 5.562 -1.362
H 4.029 -8.807 0.934
H 2.286 4.141 -3.181
H 3.409 2.225 -3.881
C 5.937 2.564 4.503
N 5.938 1.507 3.657
H -1.313 -4.572 -5.112
H -3.205 -8.051 -2.148
H -4.234 -5.083 -1.500
N -5.465 6.163 1.450
H 3.046 0.033 -2.796
H -2.656 -1.829 0.155
O 0.257 2.067 0.505
H -1.120 6.680 2.000
C -2.771 -7.248 -2.726
S 1.537 10.879 3.097
S 3.635 -1.031 5.312
C -2.377 3.653 -3.690
F -4.773 4.067 0.492
N 4.442 -3.947 0.185
H 3.904 1.190 -1.886
H -5.723 3.576 -3.129
N -5.764 4.683 5.085
C -0.156 -8.220 -6.107
C -4.862 3.034 3.632
H -6.815 4.024 3.435
F -6.193 8.059 2.319
H -3.185 6.610 -6.357
H 1.882 1.557 -4.038
C -2.151 -4.990 -3.146
H 4.704 -5.085 -1.495
F 4.112 8.288 2.814
N 7.182 -2.290 1.610
C -0.425 1.131 4.248
C 3.907 2.386 2.580
H 0.856 -10.835 4.767
H -0.057 -1.116 1.872
N -4.547 -2.875 -3.523
H -4.369 7.323 -5.351
H -1.149 2.806 5.335
N -0.747 0.117 3.390
H 1.343 2.830 3.031
H -1.532 5.391 -4.764
S -4.763 7.245 2.157
C -3.760 3.561 5.723
C 1.443 3.904 3.094
H 0.115 -8.764 -5.214
C -2.243 -7.617 -3.938
C -2.388 4.860 -4.373
O -2.574 4.802 -10.316
H 3.464 1.071 0.024
O -4.338 6.984 3.559
C 3.868 3.407 3.442
C -1.627 -6.720 -4.822
C 2.879 5.701 3.585
H -7.525 5.642 4.603
C 1.136 -11.072 3.740
H -5.208 -1.120 -2.171
O -5.018 -1.532 -5.588
N -3.721 4.865 -8.110
H -4.342 -1.449 0.471
H -5.073 2.404 2.780
C 1.965 -7.498 3.198
H 6.510 -0.469 3.416
C 4.906 -2.692 -0.540
H 1.043 -9.637 -9.600
H 5.069 0.653 1.941
F -3.425 6.650 -9.228
H 2.904 -10.903 1.679
H -2.344 -8.649 -4.239
H -1.068 7.228 3.655
H -2.146 -1.009 2.352
S -4.226 -2.643 -4.926
C -3.627 -1.680 -0.319
H 2.249 0.480 1.118
H 1.253 -0.271 2.826
C -3.034 0.699 3.449
H 4.016 -7.154 -0.346
H -0.004 -0.526 -0.814
C 1.341 -8.674 3.654
S -0.341 -4.337 1.617
N -2.603 -5.950 -2.260
C -1.372 1.977 4.680
O 0.427 -4.775 2.761
H -2.082 -5.821 -7.253
N 0.599 6.040 3.000
F 4.970 -0.242 5.758
O 4.594 10.524 2.214
S 8.514 -1.848 1.134
C -0.900 -7.152 -8.502
H 7.778 0.817 3.145
H -5.580 5.647 -4.487
O -2.993 2.349 -8.938
C 4.898 3.511 4.427
H 1.951 -11.779 3.898
S 3.399 9.654 2.337
C 0.389 4.722 2.800
C -1.013 -7.149 -6.079
O -6.835 -3.655 -4.892
N 1.783 -9.858 3.176
C 0.668 -0.141 -1.582
H 5.043 -1.811 0.087
O -2.202 3.146 -6.666
H 0.302 -1.639 3.464
O 2.184 12.082 2.665
H 3.290 4.804 -1.019
O 0.255 10.487 2.446
F 0.698 -3.241 1.018
C 1.797 3.253 -2.779
C 0.537 -8.680 -9.726
C 3.439 -6.243 1.536
C -3.747 2.882 4.528
S 7.681 -3.658 2.371
S -5.792 -4.012 -3.950
H 0.013 8.033 2.543
F -4.498 2.710 -7.138
H 0.597 1.144 4.597
H -2.910 3.456 6.381
H 0.090 0.498 -2.250
N -3.663 -0.438 -1.060
C 2.895 0.943 -2.217
H -4.700 5.191 6.801
H -7.150 5.474 6.384
N 2.400 9.883 3.678
O -3.595 -3.672 -5.766
H 0.572 -8.774 4.406
C 2.721 -9.954 2.161
C -2.779 0.541 -0.690
C 1.817 0.842 -1.108
S -2.342 -4.187 2.789
H -2.100 0.376 0.134
O 8.732 -3.432 3.349
H -1.492 3.053 -3.535
C 2.966 3.876 -0.549
H 5.939 -2.942 -0.778
*
```

highest occupied orbital energy: -8.9 eV
energy: -12821.01668 Ha
lowest unoccupied orbital energy: -6.955 eV
F_max: 0.28217 hartree/bohr
Kohn-Sham gap: 1.93 eV